{"formula": "C16H60N4O12", "method": "wB97M-V/def2-TZVPD", "elements": ["C", "O", "C", "C", "C", "N", "H", "H", "H", "H", "H", "H", "H", "H", "H", "H", "H", "C", "O", "C", "C", "C", "N", "H", "H", "H", "H", "H", "H", "H", "H", "H", "H", "H", "C", "O", "C", "C", "C", "N", "H", "H", "H", "H", "H", "H", "H", "H", "H", "H", "H", "C", "O", "C", "C", "C", "N", "H", "H", "H", "H", "H", "H", "H", "H", "H", "H", "H", "O", "H", "H", "O", "H", "H", "O", "H", "H", "O", "H", "H", "O", "H", "H", "O", "H", "H", "O", "H", "H", "O", "H", "H"], "xyz": [[1.57973, 25.47723, -19.20363], [1.35858, 25.87211, -20.56672], [1.50778, 27.29274, -20.84117], [1.10350, 27.75156, -22.20905], [1.71279, 29.13643, -22.57103], [-0.33265, 27.85681, -22.21440], [1.68423, 26.34131, -18.54747], [2.47632, 24.85948, -19.15258], [0.68322, 24.99555, -18.81330], [0.96486, 27.83687, -20.06833], [2.54739, 27.57196, -20.66980], [1.23201, 26.98137, -22.96957], [1.11981, 29.94117, -22.13644], [1.49463, 29.30518, -23.62556], [2.78881, 29.27468, -22.46542], [-0.71179, 26.92223, -22.16056], [-0.74785, 28.33268, -23.00261], [13.06103, 25.25951, -18.65192], [12.10051, 25.11827, -19.62346], [12.09361, 23.82921, -20.40630], [10.88306, 23.68207, -21.40041], [9.46817, 23.87279, -20.72666], [10.89262, 22.35066, -22.04669], [12.55877, 24.97750, -17.72656], [13.11303, 26.34728, -18.60552], [14.00699, 24.78138, -18.90620], [13.05749, 23.72252, -20.90394], [11.95114, 23.12384, -19.58760], [11.19132, 24.45371, -22.10584], [9.40547, 23.36287, -19.76533], [8.66501, 23.67630, -21.43690], [9.51297, 24.90118, -20.36818], [10.02798, 22.48910, -22.55001], [10.70146, 21.69374, -21.30373], [2.12144, 7.31913, -18.00620], [2.77179, 8.53855, -17.70441], [4.04176, 8.38947, -17.02598], [4.75034, 9.71237, -16.96325], [5.20795, 10.02329, -18.53099], [5.93530, 9.77628, -16.07884], [1.13699, 7.42883, -18.46109], [2.12124, 6.53212, -17.25205], [2.78330, 6.96060, -18.79455], [3.94425, 7.87754, -16.06863], [4.47146, 7.61319, -17.65911], [4.20917, 10.60614, -16.65275], [6.05101, 9.41911, -18.86614], [5.40670, 11.09359, -18.47569], [4.31543, 9.85857, -19.13463], [5.59960, 9.59280, -15.14410], [6.40315, 8.92829, -16.36542], [-4.00577, 13.79399, -24.89466], [-3.04477, 14.58821, -24.20426], [-3.09347, 14.31522, -22.76875], [-1.91716, 14.95937, -22.09332], [-0.60456, 14.25031, -22.43363], [-2.05690, 15.01625, -20.64055], [-3.85840, 14.07662, -25.93702], [-5.06519, 13.90488, -24.66348], [-3.85877, 12.71553, -24.83641], [-3.96490, 14.88534, -22.44680], [-3.25314, 13.25012, -22.60087], [-1.83998, 16.00291, -22.39856], [0.26537, 14.48706, -21.82104], [-0.37682, 14.63113, -23.42923], [-0.67984, 13.16635, -22.52001], [-2.18685, 14.10013, -20.23566], [-2.86806, 15.55513, -20.37274], [6.04076, 18.14702, -24.38107], [6.54296, 17.38760, -24.08561], [5.45467, 18.34602, -23.65091], [0.12441, 18.70021, -16.11066], [-0.14930, 17.89788, -16.55516], [-0.42266, 19.38564, -16.49423], [8.72051, 14.82056, -13.26752], [8.34777, 15.36023, -13.96470], [8.43590, 13.93048, -13.47485], [9.19308, 15.15231, -22.17897], [9.66408, 15.59675, -21.47408], [9.72424, 14.37996, -22.37281], [3.83268, 20.16602, -13.72454], [3.60533, 21.06694, -13.49463], [2.99845, 19.76109, -13.96189], [10.58367, 17.37090, -17.84459], [9.64968, 17.50958, -17.68754], [11.01449, 17.74627, -17.07666], [5.66709, 17.83592, -18.04575], [5.37976, 18.28586, -18.84025], [5.14979, 18.23264, -17.34486], [2.59778, 19.99104, -21.24570], [2.61454, 20.90040, -20.94731], [1.66841, 19.79383, -21.36235]], "forces_ev_per_a": [[-0.36, 0.92, -0.60], [-0.27, 0.54, -0.40], [1.18, -0.68, 1.54], [-0.35, 0.22, -0.53], [-0.85, -0.57, -0.89], [-1.61, 0.47, 0.72], [0.38, 0.22, -0.06], [-0.14, -0.11, 0.14], [0.10, -0.51, -0.24], [-0.43, 0.22, -0.17], [0.42, -0.19, -0.10], [1.63, -0.03, -0.01], [0.30, -0.09, 0.74], [0.19, -0.19, -0.31], [-0.16, -0.21, 0.39], [-0.30, 0.03, -0.02], [0.27, -0.07, -0.20], [-0.76, 0.84, 0.38], [-1.78, -1.49, -3.92], [-1.07, 0.86, 2.13], [0.75, 0.15, 1.75], [2.37, 1.62, 0.19], [0.52, 1.35, 0.02], [0.87, -0.62, 0.59], [0.93, 0.08, 0.33], [0.10, -0.02, 0.39], [-0.09, -0.15, -0.09], [0.36, -0.80, -0.21], [-1.02, 0.02, -0.60], [-0.13, -0.81, -0.36], [-0.03, 0.06, 0.32], [-0.74, 0.39, -0.34], [-0.13, -1.10, -0.60], [-0.17, -0.38, 0.02], [1.64, -0.26, -1.26], [-0.92, 1.08, 1.77], [-1.91, -1.06, -0.58], [1.67, 1.16, -2.72], [-1.17, 0.46, 2.81], [-0.64, -1.00, -1.05], [0.04, 0.55, 0.43], [-0.15, 0.37, 0.58], [-0.26, -0.95, -0.47], [-0.41, 0.28, 0.54], [1.43, 0.20, -0.08], [-1.04, -0.60, -0.21], [-0.02, 0.10, 0.17], [0.47, -0.11, -0.62], [0.20, -0.05, -0.12], [0.07, 0.01, 0.41], [0.98, -0.17, 0.42], [0.58, 0.22, -1.06], [-0.55, -1.27, 1.02], [-0.86, 1.49, -1.65], [1.23, -0.64, 1.11], [0.12, 0.48, -1.14], [-0.25, 0.07, 0.32], [-0.23, -0.11, -0.07], [-0.05, 0.76, 0.54], [0.60, -0.17, 0.30], [-0.44, -0.33, 0.46], [0.35, -0.12, 0.24], [-0.11, -0.04, -0.33], [-0.38, 0.20, 0.32], [0.31, -0.37, -0.23], [-0.23, -0.04, 0.17], [0.09, -0.25, 0.00], [-0.17, 0.12, 0.01], [0.00, 0.13, -0.21], [0.19, -0.22, 0.06], [-0.19, 0.09, 0.17], [0.18, 0.07, 0.19], [-0.02, -0.26, -0.10], [-0.13, 0.19, -0.07], [0.14, 0.08, 0.20], [-0.09, 0.16, -0.17], [-0.05, -0.25, -0.04], [-0.22, 0.07, -0.14], [0.10, 0.16, 0.22], [0.10, -0.20, -0.07], [0.24, -0.08, -0.02], [-0.01, 0.23, 0.07], [-0.25, -0.17, -0.09], [0.11, -0.09, -0.20], [-0.31, 0.02, 0.00], [0.16, 0.07, 0.18], [0.23, -0.16, 0.04], [-0.09, 0.08, -0.25], [-0.14, 0.09, 0.23], [0.22, -0.16, 0.01], [0.04, 0.26, 0.05], [-0.23, -0.11, -0.06]], "de_lowest_kcal_mol": 80.2, "mol_weight_g_mol": 500.672, "smiles": "COC[C@H](C)N.COC[C@H](C)N.COC[C@H](C)N.COC[C@H](C)N.O.O.O.O.O.O.O.O", "orbital_gap_ev": 9.17}